Formula: CH5IOSi
Source: the OMol25 dataset
Level of theory: ωB97M-V/def2-TZVPD

Cartesian coordinates (Å):
C (0.385, 0.715, 0.386)
O (-0.018, -2.095, -0.163)
Si (-0.856, -0.227, -0.553)
I (-3.166, 0.049, 0.084)
H (0.757, 0.242, 1.286)
H (1.363, 0.667, -0.111)
H (0.324, 1.870, 0.420)
H (-0.724, -2.795, -0.109)
H (-0.675, -0.036, -1.896)

Cartesian forces (eV/Å) of the 2 atoms listed first:
1.930 2.852 -0.008
-0.884 0.617 -0.438

As for the gap between HOMO and LUMO (spin up / spin down): 5.2 / 3.9 eV. Its electronic energy is -703.3351 a.u. The LUMO energy (spin up / spin down) is 0.52 / -4.96 eV. Its HOMO energy (spin up / spin down) is -4.718 / -8.885 eV. As for the relative energy (zero: lowest compared OMol25 entry of this formula, charge and spin): 2.384 eV. Its spin multiplicity is 3.

***

Formula: C3H5NS
Source: the OMol25 dataset
Level of theory: ωB97M-V/def2-TZVPD

Cartesian coordinates (Å):
C (-1.146, 0.517, -0.621)
C (0.671, -0.868, -0.056)
C (0.758, 0.295, 0.767)
H (-1.563, -0.016, 0.290)
H (-0.156, -1.585, 0.069)
H (1.558, -1.298, -0.497)
H (0.073, 0.568, 1.510)
H (1.730, 0.762, 0.849)
N (0.250, 0.422, -0.622)
S (-2.175, 1.201, -1.689)

Cartesian forces (eV/Å) of the 2 atoms listed first:
-1.396 -0.446 0.575
-0.980 -1.806 -0.502

The SMILES is S=CN1CC1. As for the gap between HOMO and LUMO: 8.8 eV. Its electronic energy is -570.1682 a.u. The LUMO energy is -0.02 eV. Its HOMO energy is -8.836 eV. As for the relative energy (zero: lowest compared OMol25 entry of this formula, charge and spin): 1.804 eV. Its spin multiplicity is 1.

***

Formula: C56H126F16N15O32S16
Source: the OMol25 dataset
Level of theory: ωB97M-V/def2-TZVPD

Cartesian coordinates (Å):
C (10.543, 0.304, -2.254)
C (11.753, 0.682, -3.135)
C (13.015, -0.126, -2.751)
N (14.341, 0.277, -3.470)
C (14.200, -0.148, -4.998)
C (14.675, 1.773, -3.348)
C (16.153, 1.902, -3.689)
C (16.808, 0.549, -3.443)
C (15.657, -0.270, -2.810)
H (10.347, -0.763, -2.149)
H (9.780, 0.890, -2.766)
H (10.681, 0.632, -1.224)
H (11.940, 1.756, -3.134)
H (11.460, 0.463, -4.162)
H (12.868, -1.186, -2.962)
H (13.343, 0.059, -1.728)
H (15.157, -0.038, -5.509)
H (13.401, 0.467, -5.412)
H (13.874, -1.182, -5.109)
H (13.974, 2.375, -3.926)
H (14.377, 1.931, -2.312)
H (16.342, 2.150, -4.734)
H (16.668, 2.708, -3.167)
H (17.166, 0.134, -4.384)
H (17.658, 0.656, -2.769)
H (15.798, -1.348, -2.879)
H (15.592, 0.019, -1.761)
C (1.889, -0.390, -0.436)
C (0.782, -0.749, -1.503)
C (-0.581, -0.151, -1.007)
N (-1.742, -0.452, -2.006)
C (-1.409, 0.218, -3.379)
C (-3.073, 0.185, -1.518)
C (-4.143, -0.965, -1.412)
C (-3.581, -1.957, -2.446)
C (-2.097, -1.971, -2.193)
H (1.963, 0.678, -0.229)
H (2.790, -0.816, -0.876)
H (1.693, -0.892, 0.512)
H (0.616, -1.809, -1.694)
H (1.104, -0.289, -2.437)
H (-0.399, 0.922, -0.952)
H (-0.954, -0.471, -0.034)
H (-1.389, 1.296, -3.219)
H (-2.197, 0.009, -4.102)
H (-0.466, -0.109, -3.817)
H (-3.354, 0.994, -2.193)
H (-2.912, 0.588, -0.518)
H (-5.139, -0.585, -1.643)
H (-4.197, -1.346, -0.392)
H (-3.789, -1.763, -3.499)
H (-3.970, -2.953, -2.235)
H (-1.518, -2.406, -3.008)
H (-1.812, -2.503, -1.285)
C (-5.922, 7.261, 8.538)
C (-6.949, 7.023, 7.413)
C (-6.310, 6.202, 6.326)
N (-7.362, 5.415, 5.499)
C (-8.438, 6.363, 4.919)
C (-7.983, 4.246, 6.336)
C (-8.070, 3.034, 5.392)
C (-6.736, 3.135, 4.556)
C (-6.600, 4.619, 4.364)
H (-6.045, 6.476, 9.285)
H (-6.114, 8.218, 9.022)
H (-4.891, 7.179, 8.194)
H (-7.213, 8.015, 7.045)
H (-7.891, 6.652, 7.816)
H (-5.550, 5.506, 6.683)
H (-5.793, 6.806, 5.581)
H (-7.917, 6.793, 4.063)
H (-8.774, 7.097, 5.651)
H (-9.264, 5.717, 4.619)
H (-8.907, 4.630, 6.769)
H (-7.366, 4.077, 7.219)
H (-8.921, 3.144, 4.721)
H (-8.241, 2.180, 6.048)
H (-6.905, 2.588, 3.628)
H (-5.800, 2.894, 5.060)
H (-7.053, 4.852, 3.401)
H (-5.559, 4.933, 4.289)
C (9.353, 8.223, 7.846)
C (9.631, 6.725, 7.428)
C (8.438, 6.072, 6.659)
N (8.793, 4.780, 5.880)
C (9.280, 3.714, 6.803)
C (7.551, 4.375, 5.011)
C (8.074, 4.090, 3.589)
C (9.582, 4.147, 3.651)
C (9.882, 5.062, 4.818)
H (9.671, 8.418, 8.870)
H (8.297, 8.466, 7.727)
H (9.915, 8.944, 7.252)
H (10.034, 6.162, 8.271)
H (10.457, 6.693, 6.717)
H (8.004, 6.816, 5.991)
H (7.726, 5.722, 7.406)
H (9.585, 2.847, 6.216)
H (8.469, 3.362, 7.441)
H (10.182, 4.105, 7.275)
H (7.141, 3.446, 5.409)
H (6.921, 5.264, 4.999)
H (7.585, 3.156, 3.313)
H (7.524, 4.743, 2.912)
H (9.887, 3.124, 3.870)
H (10.038, 4.355, 2.683)
H (10.898, 4.838, 5.141)
H (9.766, 6.119, 4.578)
C (-12.708, -10.894, 0.799)
C (-12.298, -10.641, -0.699)
C (-11.903, -9.188, -0.961)
N (-11.476, -9.010, -2.425)
C (-10.336, -9.941, -2.916)
C (-10.930, -7.506, -2.625)
C (-11.460, -7.013, -3.954)
C (-12.875, -7.649, -3.898)
C (-12.721, -9.048, -3.392)
H (-12.772, -11.907, 1.196)
H (-13.697, -10.507, 1.044)
H (-11.935, -10.388, 1.379)
H (-12.994, -11.146, -1.368)
H (-11.400, -11.240, -0.848)
H (-11.014, -8.843, -0.434)
H (-12.694, -8.463, -0.764)
H (-9.510, -9.844, -2.211)
H (-10.050, -9.690, -3.937)
H (-10.795, -10.930, -2.921)
H (-9.888, -7.287, -2.393)
H (-11.450, -6.977, -1.826)
H (-10.833, -7.201, -4.826)
H (-11.435, -5.925, -4.013)
H (-13.323, -7.650, -4.892)
H (-13.564, -7.085, -3.270)
H (-12.441, -9.652, -4.255)
H (-13.555, -9.459, -2.823)
C (0.151, -5.198, 3.918)
C (0.565, -6.391, 4.831)
C (1.601, -7.293, 4.077)
N (1.805, -8.745, 4.651)
C (2.264, -8.659, 6.171)
C (0.518, -9.531, 4.459)
C (1.035, -10.985, 4.331)
C (2.155, -10.835, 3.369)
C (2.871, -9.638, 3.900)
H (1.019, -4.628, 3.586)
H (-0.445, -4.629, 4.632)
H (-0.454, -5.510, 3.066)
H (-0.311, -6.988, 5.085)
H (1.034, -6.018, 5.741)
H (2.581, -6.831, 4.196)
H (1.472, -7.399, 3.000)
H (3.237, -8.177, 6.260)
H (2.272, -9.638, 6.651)
H (1.533, -7.989, 6.624)
H (-0.258, -9.436, 5.219)
H (0.221, -9.274, 3.443)
H (1.325, -11.307, 5.331)
H (0.233, -11.675, 4.068)
H (2.717, -11.759, 3.237)
H (1.740, -10.555, 2.400)
H (3.641, -9.887, 4.630)
H (3.335, -9.111, 3.065)
C (-3.328, 8.007, -4.493)
C (-3.074, 8.484, -3.052)
C (-2.203, 7.549, -2.146)
N (-1.673, 8.094, -0.768)
C (-2.751, 8.415, 0.250)
C (-0.699, 9.266, -0.978)
C (0.368, 9.309, 0.122)
C (0.287, 7.982, 0.704)
C (-0.741, 7.091, -0.022)
H (-2.402, 7.747, -5.005)
H (-3.906, 8.715, -5.087)
H (-3.891, 7.087, -4.338)
H (-3.963, 8.818, -2.517)
H (-2.619, 9.470, -3.143)
H (-1.262, 7.306, -2.639)
H (-2.822, 6.660, -2.023)
H (-3.373, 7.526, 0.353)
H (-3.439, 9.195, -0.077)
H (-2.194, 8.667, 1.153)
H (-1.268, 10.195, -1.010)
H (-0.165, 9.149, -1.921)
H (0.103, 10.078, 0.848)
H (1.349, 9.575, -0.272)
H (0.056, 8.019, 1.769)
H (1.245, 7.468, 0.781)
H (-1.268, 6.405, 0.641)
H (-0.168, 6.644, -0.834)
N (6.058, -4.312, 6.233)
S (6.275, -2.906, 5.416)
O (6.363, -3.003, 3.954)
O (7.060, -1.836, 6.046)
F (4.802, -2.275, 5.699)
S (7.126, -5.079, 5.486)
O (8.496, -4.578, 5.404)
O (6.656, -6.121, 4.561)
F (7.490, -5.996, 6.753)
N (2.167, 4.492, -4.109)
S (3.685, 4.567, -3.929)
O (4.381, 5.817, -4.179)
O (4.322, 3.266, -4.189)
F (3.576, 4.640, -2.277)
S (2.182, 5.102, -5.671)
O (3.242, 4.732, -6.626)
O (1.588, 6.436, -5.905)
F (0.979, 4.114, -6.240)
N (-10.200, 5.755, -0.524)
S (-9.103, 5.824, -1.607)
O (-9.479, 6.296, -2.969)
O (-7.872, 5.077, -1.481)
F (-8.452, 7.186, -0.953)
S (-10.430, 4.124, -0.990)
O (-9.699, 3.060, -0.274)
O (-11.039, 3.919, -2.293)
F (-11.833, 3.991, -0.246)
N (-0.652, -0.806, -12.128)
S (-0.026, 0.469, -11.768)
O (-0.800, 1.687, -11.931)
O (1.448, 0.601, -11.994)
F (-0.095, 0.260, -10.136)
S (-0.574, -0.494, -13.781)
O (0.276, -1.491, -14.417)
O (-0.912, 0.752, -14.487)
F (-2.008, -1.250, -13.943)
N (-3.195, -6.891, -7.960)
S (-2.243, -7.513, -7.024)
O (-1.728, -8.808, -7.420)
O (-2.219, -7.017, -5.640)
F (-1.020, -6.563, -7.436)
S (-4.509, -7.793, -7.391)
O (-4.935, -7.469, -6.015)
O (-4.699, -9.194, -7.805)
F (-5.628, -6.963, -8.311)
N (4.649, -7.903, -1.795)
S (4.942, -6.260, -1.356)
O (4.075, -5.740, -0.301)
O (5.420, -5.351, -2.414)
F (6.264, -6.596, -0.545)
S (3.201, -7.522, -2.241)
O (2.997, -6.523, -3.247)
O (2.156, -7.724, -1.244)
F (3.035, -8.908, -3.054)
N (-6.713, -0.196, -7.630)
S (-6.883, 1.459, -7.391)
O (-6.828, 1.991, -6.082)
O (-7.661, 2.162, -8.407)
F (-5.338, 1.665, -7.782)
S (-8.065, -0.434, -7.083)
O (-9.183, -0.085, -7.950)
O (-8.349, -0.312, -5.646)
F (-8.001, -2.063, -7.265)
N (-0.844, 4.334, 5.747)
S (0.306, 3.467, 5.385)
O (0.997, 2.676, 6.415)
O (1.024, 3.762, 4.150)
F (-0.672, 2.299, 4.830)
S (0.167, 5.197, 6.766)
O (1.544, 5.634, 6.396)
O (-0.233, 5.051, 8.163)
F (-0.622, 6.571, 6.393)

Cartesian forces (eV/Å) of the 2 atoms listed first:
0.852 0.797 -0.075
0.768 -0.941 -0.066

Its total charge is -1. As for the gap between HOMO and LUMO: 4.4 eV. Its electronic energy is -13406.0507 a.u. The LUMO energy is -0.48 eV. Its HOMO energy is -4.829 eV. As for the relative energy (zero: lowest compared OMol25 entry of this formula, charge and spin): 8.249 eV. Its spin multiplicity is 1.

***

Formula: C14H42N14O28
Source: the OMol25 dataset
Level of theory: ωB97M-V/def2-TZVPD

Cartesian coordinates (Å):
C (2.555, 2.536, 3.960)
N (3.954, 2.631, 3.420)
O (4.816, 1.919, 3.872)
O (4.082, 3.509, 2.508)
H (1.886, 2.103, 3.208)
H (2.172, 3.505, 4.220)
H (2.644, 1.900, 4.883)
C (0.318, 1.061, -0.519)
N (1.046, 1.715, 0.671)
O (0.509, 2.696, 1.221)
O (2.023, 1.120, 1.173)
H (1.065, 0.833, -1.259)
H (-0.391, 1.804, -0.845)
H (-0.235, 0.205, -0.056)
C (0.565, -4.848, 1.492)
N (-0.458, -3.792, 1.335)
O (-1.569, -4.179, 1.015)
O (-0.170, -2.655, 1.530)
H (0.446, -5.366, 2.453)
H (1.546, -4.392, 1.450)
H (0.480, -5.636, 0.748)
C (3.037, -1.931, 2.162)
N (2.107, -1.784, 3.342)
O (1.935, -2.761, 4.027)
O (1.532, -0.734, 3.384)
H (3.995, -1.632, 2.576)
H (2.659, -1.182, 1.445)
H (3.069, -2.949, 1.784)
C (4.761, 1.549, -0.148)
N (4.804, 0.893, -1.464)
O (5.860, 1.000, -2.135)
O (3.786, 0.345, -1.841)
H (4.087, 2.356, -0.268)
H (5.767, 1.910, 0.195)
H (4.329, 0.862, 0.548)
C (-5.923, 0.604, -1.452)
N (-4.526, 0.417, -1.078)
O (-4.180, -0.571, -0.501)
O (-3.763, 1.333, -1.375)
H (-6.118, 0.121, -2.467)
H (-6.209, 1.591, -1.477)
H (-6.487, -0.069, -0.826)
C (-2.665, -3.164, -2.164)
N (-1.201, -3.219, -2.461)
O (-0.829, -3.871, -3.424)
O (-0.414, -2.589, -1.801)
H (-3.235, -3.421, -3.034)
H (-2.931, -2.219, -1.771)
H (-2.894, -3.851, -1.305)
C (-4.406, -1.876, 2.468)
N (-5.581, -1.990, 3.414)
O (-6.671, -1.745, 2.957)
O (-5.369, -2.412, 4.541)
H (-4.144, -0.838, 2.413)
H (-4.779, -2.118, 1.492)
H (-3.641, -2.462, 2.913)
C (-1.610, 0.189, -5.462)
N (-2.786, -0.024, -4.615)
O (-2.694, -0.619, -3.565)
O (-3.833, 0.432, -5.076)
H (-1.854, 1.061, -6.029)
H (-1.554, -0.689, -6.137)
H (-0.756, 0.165, -4.805)
C (3.043, 1.894, -5.022)
N (1.850, 1.009, -4.865)
O (1.746, 0.144, -5.720)
O (1.170, 1.124, -3.920)
H (3.658, 1.461, -5.784)
H (3.477, 2.036, -4.052)
H (2.709, 2.916, -5.327)
C (-2.781, 2.304, 1.212)
N (-4.141, 2.116, 1.840)
O (-5.104, 2.385, 1.207)
O (-4.210, 1.680, 2.948)
H (-2.036, 2.690, 1.915)
H (-2.923, 2.814, 0.267)
H (-2.460, 1.273, 0.941)
C (1.948, 4.956, 0.065)
N (1.436, 4.103, -1.066)
O (2.147, 3.186, -1.380)
O (0.347, 4.308, -1.577)
H (2.328, 5.810, -0.518)
H (2.633, 4.355, 0.589)
H (1.143, 5.246, 0.684)
C (-0.776, 0.022, 5.505)
N (-0.920, 0.510, 4.073)
O (-0.384, 1.550, 3.807)
O (-1.633, -0.085, 3.274)
H (-1.222, 0.769, 6.187)
H (0.273, -0.072, 5.709)
H (-1.375, -0.855, 5.608)
C (2.933, -2.874, -2.906)
N (3.423, -3.052, -1.536)
O (2.749, -2.660, -0.619)
O (4.572, -3.526, -1.403)
H (1.958, -3.312, -2.982)
H (3.707, -3.197, -3.593)
H (2.752, -1.811, -3.022)

Cartesian forces (eV/Å) of the 2 atoms listed first:
0.294 -1.435 1.253
-1.089 2.195 -1.610

As for the gap between HOMO and LUMO: 10.3 eV. Its electronic energy is -3430.5935 a.u. The LUMO energy is -0.38 eV. Its HOMO energy is -10.657 eV. As for the relative energy (zero: lowest compared OMol25 entry of this formula, charge and spin): 1.067 eV. Its spin multiplicity is 1.